Arrangement i

C20H25N3O4S | ωB97M-V/def2-TZVPD

Geometry as XYZ:
```
53
Properties=species:S:1:pos:R:3:nbo_charge:R:1
O 1.21 3.49 -1.29 -0.626
C 0.73 3.16 -0.22 0.670
N 1.48 3.12 0.92 -0.614
C 2.91 2.98 0.87 -0.225
C 3.32 1.51 1.02 -0.407
C 2.76 0.68 -0.14 -0.216
N 2.97 -0.75 0.03 -0.440
C 2.05 -1.32 1.00 -0.259
C 2.31 -2.82 1.14 -0.073
O 2.16 -3.49 -0.09 -0.533
C 3.05 -2.95 -1.04 -0.075
C 2.80 -1.45 -1.24 -0.248
C -0.69 2.75 -0.10 -0.204
C -1.17 1.92 0.91 -0.115
C -2.46 1.44 0.87 -0.279
C -3.30 1.76 -0.19 0.173
N -4.56 1.19 -0.26 -0.840
S -4.86 -0.36 0.35 2.310
O -4.97 -0.31 1.77 -0.925
O -5.97 -0.83 -0.42 -0.929
C -3.37 -1.27 -0.07 -0.353
C -2.72 -1.97 0.92 -0.181
C -1.57 -2.67 0.62 -0.215
C -1.07 -2.66 -0.68 -0.189
C -1.74 -1.96 -1.67 -0.225
C -2.90 -1.27 -1.37 -0.131
C -2.84 2.62 -1.19 -0.262
C -1.56 3.11 -1.13 -0.125
H 1.03 2.82 1.77 0.386
H 3.36 3.58 1.67 0.201
H 3.23 3.37 -0.10 0.233
H 2.94 1.13 1.97 0.188
H 4.40 1.43 1.03 0.217
H 1.69 0.89 -0.28 0.168
H 3.28 0.98 -1.06 0.206
H 2.21 -0.85 1.97 0.203
H 1.00 -1.17 0.70 0.174
H 1.60 -3.28 1.83 0.190
H 3.34 -2.97 1.52 0.172
H 2.87 -3.49 -1.97 0.194
H 4.08 -3.10 -0.71 0.170
H 3.52 -1.06 -1.95 0.208
H 1.78 -1.30 -1.65 0.167
H -0.54 1.61 1.73 0.197
H -2.84 0.80 1.66 0.236
H -5.11 1.40 -1.08 0.421
H -3.13 -1.95 1.92 0.244
H -1.05 -3.23 1.38 0.221
H -0.17 -3.20 -0.91 0.241
H -1.36 -1.96 -2.68 0.222
H -3.44 -0.73 -2.13 0.220
H -3.50 2.89 -2.00 0.214
H -1.18 3.75 -1.91 0.241
```

## Properties
Kohn-Sham gap, Eh: 0.3399
E_LUMO, Eh: 0.01293

---

Arrangement ii

C20H25N3O4S | ωB97M-V/def2-TZVPD

Geometry as XYZ:
```
53
Properties=species:S:1:pos:R:3:nbo_charge:R:1
C -3.59 -3.57 -0.45 -0.608
C -2.88 -2.31 -0.93 -0.390
C -1.94 -1.72 0.12 -0.399
C -2.68 -1.20 1.36 -0.416
C -1.76 -0.45 2.32 -0.228
N -1.12 0.70 1.71 -0.709
C 0.21 0.58 1.37 0.818
O 0.81 -0.47 1.53 -0.648
N 0.77 1.70 0.84 -0.692
C 2.09 1.89 0.33 0.802
O 2.35 2.97 -0.16 -0.618
N 2.88 0.81 0.44 -0.652
C 4.22 0.66 0.04 0.221
C 4.93 1.69 -0.57 -0.253
C 6.24 1.50 -0.94 -0.205
C 6.86 0.29 -0.71 -0.230
C 6.15 -0.74 -0.11 -0.190
C 4.83 -0.58 0.28 -0.069
C 4.09 -1.70 0.93 -0.641
S -2.15 2.01 1.38 2.321
O -3.25 1.92 2.29 -0.914
O -1.37 3.21 1.38 -0.929
C -2.74 1.70 -0.29 -0.255
C -4.09 1.52 -0.48 -0.218
C -4.56 1.27 -1.76 -0.208
C -3.68 1.22 -2.83 -0.183
C -2.32 1.42 -2.62 -0.192
C -1.84 1.66 -1.34 -0.222
H -2.87 -4.31 -0.11 0.202
H -4.28 -3.35 0.37 0.200
H -4.17 -4.00 -1.26 0.211
H -2.29 -2.55 -1.82 0.202
H -3.62 -1.56 -1.21 0.194
H -1.21 -2.47 0.43 0.206
H -1.39 -0.89 -0.34 0.198
H -3.12 -2.04 1.90 0.217
H -3.49 -0.54 1.05 0.201
H -0.97 -1.11 2.68 0.245
H -2.34 -0.08 3.17 0.228
H 0.23 2.56 0.87 0.452
H 2.45 0.00 0.88 0.445
H 4.44 2.64 -0.74 0.250
H 6.79 2.31 -1.41 0.213
H 7.89 0.13 -1.00 0.211
H 6.64 -1.69 0.07 0.206
H 3.21 -1.99 0.35 0.220
H 4.74 -2.57 1.02 0.224
H 3.76 -1.42 1.93 0.221
H -4.76 1.57 0.37 0.248
H -5.62 1.13 -1.93 0.225
H -4.04 1.02 -3.82 0.223
H -1.63 1.38 -3.45 0.226
H -0.79 1.83 -1.16 0.239
```

## Properties
Kohn-Sham gap, Eh: 0.3108
E_LUMO, Eh: 0.00509

---

In terms of stability, arrangement ii leads; the second structure lies 175.8 kJ/mol higher.